(1)
Formula: C45H93F9N4O9
Source: the OMol25 dataset
Level of theory: the ωB97M-V functional and the def2-TZVPD basis

LUMO (eV): 0.09
Gap between HOMO and LUMO (eV): 8.10
SMILES: CCOC(=O)C(F)(F)F.CCOC(=O)C(F)(F)F.CCOC(=O)C(F)(F)F.CCN(CC)CC.CCN(CC)CC.CCN(CC)CC.CCN(CC)CC.CC(C)=O.CC(C)=O.CC(C)=O
HOMO (eV): -8.01

XYZ file:
```
160
Properties=species:S:1:pos:R:3:forces:R:3:lowdin_charge:R:1
C -8.977402 -5.792692 -2.459232 0.25 0.48 0.03 -0.096
C -7.739472 -6.469192 -1.892072 -1.13 -0.61 1.22 -0.228
N -7.813172 -6.563232 -0.390812 1.38 -0.16 -0.68 -0.193
C -7.625692 -5.253162 0.207758 -1.63 -0.21 0.71 -0.299
C -6.948102 -5.274872 1.564988 0.60 -0.13 -0.28 -0.090
C -8.855912 -7.401222 0.235978 1.10 -0.77 -0.51 -0.228
C -8.748622 -8.928162 -0.138972 -0.13 1.15 -0.20 -0.080
H -8.888262 -5.554322 -3.519112 -0.09 -0.42 -0.16 0.070
H -9.026272 -4.812712 -1.984542 -0.43 0.05 0.14 0.062
H -9.878652 -6.367252 -2.245362 -0.05 0.15 -0.16 0.069
H -7.642532 -7.483742 -2.278592 0.22 0.03 -0.13 0.099
H -6.878962 -5.862772 -2.174722 0.25 -0.33 0.26 0.106
H -7.150882 -4.544052 -0.470342 0.51 -0.38 -0.07 0.112
H -8.611382 -4.805572 0.334908 -0.51 0.38 0.21 0.102
H -5.978232 -5.745132 1.402858 0.31 0.30 0.28 0.073
H -6.865392 -4.252492 1.933768 0.31 -0.02 0.04 0.071
H -7.417412 -5.855332 2.359298 -0.44 -0.06 -0.31 0.062
H -9.838852 -6.957972 0.076438 -0.50 -0.33 -0.39 0.102
H -8.781872 -7.440342 1.322758 0.61 0.68 0.06 0.097
H -7.744272 -9.350382 -0.105602 0.30 0.60 0.21 0.069
H -9.072882 -9.097702 -1.165722 -0.47 -0.27 0.17 0.056
H -9.297702 -9.483102 0.621728 -0.44 -0.13 -0.46 0.063
C 12.261998 5.627318 -0.491352 -0.59 0.27 0.41 -0.079
C 11.066768 6.271988 0.298878 1.72 -0.06 -0.85 -0.268
N 9.922858 5.421628 0.400828 -1.19 1.60 -0.83 -0.199
C 10.104198 4.138918 1.068508 -1.99 0.45 -0.82 -0.272
C 10.529428 4.231388 2.508048 0.40 -0.59 -0.04 -0.085
C 9.140298 5.426828 -0.888402 -0.26 -1.54 1.01 -0.217
C 7.675448 4.965828 -0.703412 -0.16 -0.02 -0.47 -0.105
H 12.929298 6.423918 -0.820362 0.33 -0.18 0.23 0.065
H 11.874658 5.169868 -1.401742 -0.08 -0.04 -0.04 0.060
H 12.780918 4.842548 0.059068 0.20 0.18 0.05 0.058
H 11.365678 6.675928 1.266138 0.22 -0.37 0.22 0.105
H 10.897318 7.173388 -0.290072 -0.86 0.00 0.07 0.101
H 9.106478 3.715668 0.952238 0.09 -0.59 0.24 0.102
H 10.818228 3.482028 0.571768 0.18 -0.18 -0.35 0.111
H 11.543598 4.603708 2.363308 0.15 0.22 1.27 0.067
H 9.908098 4.729708 3.252168 0.05 0.86 -0.62 0.079
H 10.545638 3.229148 2.936248 0.52 -0.28 -0.29 0.072
H 9.618348 4.706848 -1.552622 0.04 -0.11 -0.47 0.098
H 9.129588 6.372508 -1.430332 0.44 0.28 0.69 0.110
H 7.205738 5.353168 0.200708 0.29 -0.25 0.24 0.075
H 7.558048 3.888248 -0.818032 0.19 -0.16 0.69 0.061
H 7.005588 5.294848 -1.497852 0.33 0.51 -0.34 0.061
C -0.855822 12.413208 -5.388842 0.59 -0.68 1.28 -0.068
C -1.593102 11.645468 -4.244922 -2.15 0.05 -1.38 -0.280
N -0.982422 10.575478 -3.480822 1.05 2.32 1.29 -0.199
C -0.435302 9.548428 -4.304102 -1.37 -1.32 0.34 -0.274
C -1.547132 8.980168 -5.232152 1.15 -0.34 0.10 -0.086
C -0.103532 11.224148 -2.455592 0.00 -0.55 0.33 -0.223
C 0.790098 10.339128 -1.513872 -1.22 0.51 -1.20 -0.075
H -1.461992 13.128398 -5.944862 -0.36 -0.28 0.20 0.071
H -0.395432 11.709188 -6.082022 0.10 0.14 -0.09 0.060
H -0.088602 12.997278 -4.880572 0.38 0.08 -0.40 0.056
H -2.087042 12.398078 -3.630342 0.41 -0.09 0.61 0.111
H -2.456512 11.120548 -4.653692 -0.21 0.39 -0.54 0.089
H 0.466528 9.744718 -4.884002 0.25 0.41 -0.08 0.113
H -0.233312 8.766548 -3.572012 0.53 -0.38 -0.33 0.108
H -1.082082 8.118768 -5.711552 -0.20 -0.08 -0.30 0.068
H -2.403802 8.604948 -4.672302 0.01 0.26 0.11 0.079
H -1.871502 9.679568 -6.002682 0.04 -0.10 0.04 0.061
H -0.780622 11.804308 -1.828642 -0.13 -0.06 0.10 0.104
H 0.499258 11.985168 -2.951152 0.57 -0.05 -0.05 0.096
H 0.184798 9.745668 -0.828652 -0.11 -0.12 -0.17 0.066
H 1.383898 11.008638 -0.891572 0.28 -0.13 -0.26 0.067
H 1.378068 9.678638 -2.151152 0.38 0.03 0.40 0.057
C -1.687182 -5.184352 7.127748 -0.29 0.07 0.09 -0.108
C -1.614672 -6.614272 6.624808 -0.83 -0.12 -0.35 -0.267
N -2.801792 -7.454522 6.926828 0.92 0.75 1.20 -0.170
C -3.019852 -7.471412 8.408978 0.20 -1.14 -0.74 -0.246
C -4.266612 -8.225922 8.803718 -1.62 0.32 0.03 -0.108
C -2.678582 -8.804462 6.375338 0.03 -0.61 -0.11 -0.292
C -3.872842 -9.105082 5.450308 1.09 0.01 0.51 -0.074
H -1.262342 -5.085252 8.126648 0.06 0.10 -0.04 0.067
H -2.715512 -4.826022 7.174888 -0.04 0.06 -0.17 0.077
H -1.128242 -4.568402 6.423278 0.02 0.21 0.24 0.071
H -1.563702 -6.568782 5.536948 0.22 -0.23 -0.05 0.110
H -0.681152 -7.012262 7.022598 0.22 -0.59 -0.08 0.109
H -3.020602 -6.465872 8.829678 -0.10 -0.03 -0.30 0.104
H -2.197402 -8.028912 8.857158 0.57 0.13 0.30 0.109
H -4.572752 -8.088892 9.840838 0.60 0.00 0.30 0.069
H -4.303232 -9.298612 8.613758 0.53 0.01 -0.10 0.069
H -5.146022 -7.829502 8.296178 0.02 0.16 -0.44 0.072
H -1.757872 -9.054532 5.848228 0.33 1.26 -0.86 0.105
H -2.427132 -9.546642 7.132988 -1.15 -0.22 0.83 0.105
H -3.709432 -10.039672 4.913698 -0.22 -0.13 0.06 0.066
H -4.804932 -9.114042 6.015318 -0.03 0.05 -0.27 0.061
H -3.830082 -8.291882 4.725768 -0.53 -0.04 -0.06 0.070
C 4.872768 -9.685062 0.579708 0.68 -0.71 -1.69 -0.069
C 3.617168 -9.428532 1.323898 1.48 0.47 2.63 -0.274
O 2.423228 -9.175272 0.713598 -3.51 0.32 -2.94 0.026
C 2.141468 -8.047002 0.048778 3.55 1.90 1.42 -0.305
O 2.962688 -7.116002 0.021688 -2.43 -2.07 -0.57 0.117
C 0.686608 -7.895412 -0.528922 2.58 -0.23 1.72 -0.544
F -0.027292 -8.987952 -0.229602 -0.32 0.96 -0.67 0.175
F 0.223308 -6.789962 0.074998 -0.84 -0.60 -0.44 0.167
F 0.816458 -7.674402 -1.823332 -0.89 -0.26 -0.38 0.190
H 4.628148 -10.230572 -0.331702 0.13 -0.31 -0.10 0.086
H 5.492098 -10.339372 1.193228 -0.01 -0.01 -0.01 0.084
H 5.512158 -8.866722 0.248638 -0.47 0.41 0.32 0.081
H 3.822628 -8.603632 2.006118 -0.15 -0.03 0.43 0.133
H 3.373728 -10.335412 1.877438 0.19 0.15 0.27 0.134
C 3.314558 -3.603272 -7.090252 0.63 0.42 -1.64 -0.064
C 3.391718 -2.136712 -6.639032 0.13 -0.83 -0.46 -0.179
O 2.764018 -1.235812 -7.568612 -1.41 1.02 -0.93 0.004
C 3.451478 -0.327392 -8.277262 1.57 -0.59 0.87 -0.346
O 4.658918 -0.324562 -8.342362 -1.15 0.60 -0.34 0.142
C 2.514428 0.720468 -9.022072 -1.63 -1.83 0.40 -0.495
F 3.143788 1.733628 -9.588872 -0.14 -0.68 0.28 0.194
F 1.820668 -0.025752 -9.939622 0.96 0.67 -0.21 0.125
F 1.525818 1.171928 -8.217182 1.02 0.35 0.09 0.143
H 3.846278 -4.269512 -6.410912 -0.61 0.06 0.39 0.081
H 3.812618 -3.793422 -8.040972 0.49 0.46 -0.15 0.072
H 2.302818 -3.884372 -7.382592 -0.22 -0.14 0.92 0.080
H 4.408648 -1.759052 -6.532552 -0.06 -0.35 0.56 0.120
H 2.754678 -2.145612 -5.754602 0.40 0.84 0.22 0.123
C -6.044692 9.325668 1.574628 0.96 -0.35 -0.72 -0.059
C -5.821022 7.849918 1.881128 -0.50 0.08 -0.26 -0.210
O -6.296542 7.522968 3.194558 0.70 0.00 2.65 -0.007
C -5.561942 7.892218 4.303418 3.10 0.97 -2.81 -0.280
O -4.499412 8.546278 4.251198 -3.76 -1.97 0.53 0.121
C -6.017662 7.178578 5.602418 -0.76 -0.10 0.97 -0.521
F -6.408912 8.053248 6.558558 -0.02 -0.10 -0.84 0.147
F -7.024742 6.297478 5.412628 0.60 0.70 -0.12 0.151
F -4.991202 6.513498 6.129668 0.13 -0.08 -0.42 0.170
H -5.319532 10.015108 2.006978 -0.15 -0.26 0.52 0.076
H -7.067872 9.620998 1.806958 0.11 -0.04 -0.05 0.086
H -5.846422 9.421058 0.507068 -0.41 0.15 -0.23 0.077
H -4.858952 7.383188 1.669718 0.59 0.78 0.60 0.129
H -6.433462 7.232008 1.224468 -0.59 0.24 0.17 0.120
C -5.339792 1.462278 -2.972762 0.19 -1.15 -0.38 -0.022
C -4.601132 0.911538 -4.150632 0.29 -0.90 -1.35 -0.524
O -4.700132 1.403748 -5.256332 -0.06 0.14 0.55 0.059
C -3.707012 -0.283892 -3.931852 0.34 0.18 0.06 -0.027
H -6.354232 1.143238 -3.211972 -0.48 1.11 0.01 0.094
H -5.050992 2.513318 -2.971482 -0.88 0.04 0.54 0.097
H -5.145422 0.876738 -2.074172 0.51 0.54 0.21 0.077
H -4.190022 -1.222782 -3.661142 -0.41 0.23 0.22 0.085
H -3.104122 0.041188 -3.083942 0.46 -0.45 0.05 0.080
H -3.103302 -0.495212 -4.814452 0.03 0.26 0.09 0.082
C 0.335958 0.242498 1.454498 -0.63 -0.54 0.09 -0.031
C -0.586782 1.286718 2.072828 -0.23 -1.34 -1.23 -0.514
O -1.676962 0.996668 2.511788 0.39 0.31 0.18 0.073
C -0.087152 2.672738 1.924958 -0.21 0.85 0.59 -0.034
H -0.110292 -0.751842 1.438558 -0.08 0.02 0.60 0.077
H 1.280258 0.229348 1.998758 0.15 -0.02 -0.34 0.082
H 0.451248 0.433898 0.387648 0.50 0.55 0.05 0.082
H -0.717992 3.290828 2.563798 0.33 0.30 -0.01 0.088
H -0.175362 3.033958 0.900338 -0.15 -0.22 -0.13 0.092
H 0.973088 2.739888 2.168838 -0.06 0.09 0.21 0.085
C 7.956608 -2.446212 -0.476412 -0.12 -0.47 -0.47 -0.033
C 8.275138 -2.880472 0.911738 3.74 0.76 0.93 -0.473
O 9.469978 -3.122322 1.219778 -3.39 0.31 -0.43 0.019
C 7.130218 -2.888952 1.894648 0.07 -0.52 -1.05 -0.020
H 8.690598 -1.751292 -0.884392 -0.12 0.22 0.34 0.091
H 6.928968 -2.084302 -0.509332 0.23 0.09 -0.51 0.071
H 8.089838 -3.330692 -1.099352 -0.36 -0.13 -0.21 0.092
H 6.934588 -3.957602 1.983058 -0.01 -0.09 1.02 0.093
H 6.231438 -2.528392 1.394348 0.06 0.37 0.29 0.066
H 7.370788 -2.319322 2.792278 -0.09 -0.55 0.09 0.093
```
Positions in Å, forces in eV/Å.

---

(2)
Formula: H4O2
Source: the OMol25 dataset
Level of theory: the ωB97M-V functional and the def2-TZVPD basis

⟨S²⟩: 0.751
LUMO (alpha / beta) (eV): 4.73 / 4.68
Gap between HOMO and LUMO (alpha / beta) (eV): 3.54 / 11.10
HOMO (alpha / beta) (eV): 1.19 / -6.42
Total charge: -1
2S+1: 2

XYZ file:
```
6
Properties=species:S:1:pos:R:3:forces:R:3:mulliken_spin:R:1
O -0.902100 -0.923420 1.201445 -0.52 -0.45 0.80 0.721
H -0.702780 -0.137100 0.693305 0.57 0.35 -0.50 -0.281
H -1.174410 -1.568380 0.548685 0.06 -0.04 -0.25 -0.113
O 0.714320 0.603660 -0.632165 -0.99 -0.94 0.80 1.735
H 1.479390 0.473170 -1.192415 0.91 -0.09 -0.71 -0.608
H 0.585580 1.552070 -0.618855 -0.04 1.17 -0.13 -0.454
```
Positions in Å, forces in eV/Å.

---

Question: Number 1 is which compound?
Answer: C45H93F9N4O9